Entry 1:
Here is 7 unconnected molecules or ions with the total composition C7H13Cl15 from OMol25. Energies are from wB97M-V/def2-TZVPD.

As for the LUMO energy: 0.261 eV. Its SMILES is ClC(Cl)Cl.ClCCl.ClCCl.ClCCl.ClCCl.ClCCl.ClCCl. The electronic energy is -195306.2353 eV. The calculation puts the energy above the lowest of the compared OMol25 structures with the same formula, charge and spin at 0.256 eV. The value obtained for the molar mass is 628.98 g mol⁻¹. The orbital gap comes out at 11.15 eV. The calculation puts the HOMO energy at -10.89 eV.

XYZ file:
```
35
Properties=species:S:1:pos:R:3:forces:R:3:lowdin_charge:R:1
C -2.16442 -2.20177 3.68548 -0.540 -0.124 0.044 -1.52
Cl -3.87940 -2.25052 3.21849 0.125 -0.077 0.116 0.51
Cl -1.89493 -0.91242 4.84382 0.209 0.109 -0.149 0.54
Cl -1.18828 -2.09002 2.22272 0.113 0.118 0.069 0.55
H -1.92052 -3.12836 4.18533 -0.017 -0.100 -0.090 0.01
C 0.24727 3.03609 2.48367 -0.519 -0.154 0.339 -1.01
Cl 0.94563 3.35780 0.90281 -0.136 -0.054 -0.048 0.52
Cl -1.01783 1.75841 2.48653 0.470 0.176 -0.182 0.48
H 1.04210 2.74416 3.15714 -0.002 -0.192 -0.009 0.01
H -0.26910 3.91094 2.85623 0.166 0.212 -0.160 0.02
C 5.04546 -0.85483 -2.19209 0.107 0.261 -0.147 -1.06
Cl 6.39899 0.19722 -2.66002 -0.101 -0.025 0.132 0.50
Cl 5.35388 -2.52987 -2.64448 -0.093 -0.098 0.047 0.51
H 4.89909 -0.79036 -1.12135 0.114 -0.033 0.050 0.02
H 4.16666 -0.49704 -2.71258 -0.020 -0.079 -0.081 -0.02
C 0.00964 0.02226 -1.09577 -0.422 0.251 0.135 -1.03
Cl 1.57810 -0.62808 -1.54813 0.132 -0.013 -0.002 0.54
Cl -0.48714 1.40659 -2.08859 0.037 -0.129 -0.070 0.53
H -0.72365 -0.76271 -1.21931 -0.079 -0.040 -0.088 -0.02
H 0.01513 0.38408 -0.07298 0.273 -0.113 0.073 -0.04
C -1.35771 4.24982 -4.31773 -0.361 0.066 -0.063 -1.02
Cl -2.78496 4.64906 -3.35193 -0.108 0.194 0.003 0.49
Cl -1.81148 3.57419 -5.89725 0.173 -0.109 0.272 0.50
H -0.79214 5.14829 -4.52102 0.031 0.076 0.153 0.02
H -0.81372 3.54504 -3.70648 0.277 -0.206 -0.377 -0.04
C 2.22053 -1.18605 2.78348 0.086 -0.009 0.242 -1.00
Cl 2.48593 -0.93826 4.52850 0.009 -0.114 -0.281 0.50
Cl 2.34454 0.33149 1.88827 -0.049 -0.027 -0.021 0.52
H 2.96619 -1.86340 2.38728 0.143 0.001 0.159 0.03
H 1.23167 -1.60771 2.66629 -0.011 0.180 -0.041 -0.06
C -4.06965 -3.28328 -0.93745 0.132 -0.249 -0.179 -1.02
Cl -3.43283 -1.67866 -0.59592 -0.049 0.193 0.029 0.51
Cl -3.41726 -3.93400 -2.45830 -0.110 0.024 0.161 0.50
H -3.77869 -3.94977 -0.13504 0.047 0.009 0.025 0.02
H -5.14709 -3.22833 -1.01963 -0.028 0.075 -0.061 0.03
```
Forces are in eV/Å.


Entry 2:
Here is a molecular structure, C28H44BrN3P2Zn from OMol25. Energies are from wB97M-V/def2-TZVPD.

As for the LUMO energy (alpha / beta): -8.197 / -8.196 eV. The electronic energy is -171238.4433 eV. The calculation puts the energy above the lowest of the compared OMol25 structures with the same formula, charge and spin at 3.651 eV. The value obtained for the molar mass is 629.92 g mol⁻¹. The orbital gap (alpha / beta) comes out at 4.58 / 4.58 eV. The calculation puts the HOMO energy (alpha / beta) at -12.77 / -12.78 eV. As for the charge: +2.

XYZ file:
```
79
Properties=species:S:1:pos:R:3:forces:R:3:lowdin_charge:R:1
C -0.35985 6.57965 -3.50518 -0.022 -0.295 -0.023 0.00
C -0.50124 5.22151 -3.88120 0.317 0.110 -0.445 -0.21
C -0.83702 4.94572 -5.22297 -0.068 0.093 0.133 -0.01
C -1.04917 6.01482 -6.09747 0.168 -0.264 0.554 -0.12
N -0.93498 7.28391 -5.71797 -0.042 0.185 -0.434 0.08
C -0.59237 7.56886 -4.47042 0.097 -0.692 0.456 -0.12
C -0.37404 4.12835 -2.92613 -0.445 0.391 0.622 0.09
C -0.46614 3.33587 -2.00111 -0.546 1.150 -1.349 0.02
C -1.18777 2.71640 -0.94060 1.393 -1.464 -0.456 -0.27
C -0.48681 2.47909 0.28219 -1.446 -1.254 0.426 -0.12
C -1.25915 1.96416 1.38481 -0.960 0.622 -0.673 -0.12
C -2.67828 1.78799 1.24382 1.788 -0.855 -1.238 -0.68
C -3.25696 1.77116 -0.05779 1.632 0.400 -0.150 -0.08
C -2.45963 2.15728 -1.15556 -0.870 0.604 1.155 -0.02
Zn 0.28826 0.17999 -0.32974 -0.996 0.369 1.106 0.91
P 1.94022 -1.19603 0.69795 2.749 0.164 -0.156 0.92
H -0.95772 3.92590 -5.59286 0.094 0.279 0.247 0.12
H -0.09357 6.88669 -2.49082 -0.073 -0.302 -0.324 0.12
H -1.31609 5.82752 -7.13625 0.031 0.080 0.196 0.12
H -0.49213 8.62203 -4.21014 -0.049 -0.219 -0.060 0.12
H -2.87488 2.14239 -2.15649 0.041 0.114 0.077 0.13
H 0.54892 2.80705 0.35969 -0.223 0.140 0.312 0.12
H -4.26366 1.40092 -0.23422 0.102 0.206 0.239 0.12
H -0.77542 1.80189 2.34317 -0.195 -0.003 -0.070 0.09
C 2.41720 -2.73934 1.69243 -1.730 -0.665 0.272 -0.37
C 3.38473 -3.74828 1.11136 0.323 -0.094 -0.363 -0.12
H 1.45370 -3.23761 1.88548 0.404 0.054 0.057 0.06
H 2.78568 -2.41688 2.68485 -0.412 0.393 -0.652 0.09
H 3.38463 -4.59216 1.81595 0.070 0.151 -0.251 0.10
H 3.05892 -4.12862 0.13813 0.095 -0.023 0.153 0.07
H 4.42183 -3.38914 1.03310 -0.390 -0.020 -0.042 0.08
C 2.73484 -1.33434 -1.01723 -0.422 -0.944 0.083 -0.41
C 3.47428 -0.08025 -1.48401 0.205 0.007 -0.536 -0.14
H 1.92248 -1.55025 -1.75748 0.616 -0.037 0.708 0.05
H 3.37074 -2.24948 -0.99873 -0.244 0.776 -0.218 0.09
H 3.40033 0.00645 -2.57928 0.134 -0.107 0.368 0.09
H 3.06293 0.86193 -1.09460 0.058 -0.104 0.105 0.06
H 4.53718 -0.13808 -1.22880 -0.307 0.276 -0.017 0.08
C 3.11601 -0.08869 1.62605 -0.627 0.848 -0.381 -0.40
C 4.59354 -0.47765 1.65658 0.335 -0.122 -0.020 -0.11
H 2.74523 -0.01719 2.65925 -0.125 0.019 -0.380 0.07
H 3.00857 0.90310 1.16313 0.130 -0.053 0.306 0.06
H 5.16195 0.39772 1.99959 -0.118 -0.248 -0.101 0.10
H 4.80962 -1.28720 2.36038 -0.157 0.097 -0.117 0.08
H 4.99942 -0.76894 0.68248 -0.132 0.073 0.209 0.06
Br -3.68435 1.11711 2.65389 -0.141 0.047 0.432 0.83
P -2.03551 -2.81898 -1.04480 -2.487 -1.724 -0.848 0.97
C -0.28062 -3.24200 -0.96688 0.596 0.731 0.263 -0.46
C 0.16685 -4.59108 -1.57128 0.240 0.164 -0.227 -0.12
H -0.02860 -3.14476 0.08973 0.375 -0.256 0.188 0.03
H 0.24357 -2.41297 -1.47408 -0.053 -0.241 -0.095 0.02
H 1.25470 -4.55441 -1.72816 -0.204 -0.047 0.042 0.06
H -0.01790 -5.46378 -0.92683 -0.233 0.458 -0.168 0.09
H -0.28573 -4.76365 -2.56173 0.030 0.068 0.488 0.08
C -2.76521 -2.81094 0.63941 0.331 -0.333 0.219 -0.43
C -4.27406 -3.15363 0.58968 0.224 0.094 0.308 -0.15
H -2.55852 -1.85886 1.14467 -0.105 -0.098 0.183 0.05
H -2.25460 -3.61991 1.19551 -0.082 0.458 -0.092 0.08
H -4.72194 -3.00734 1.58859 0.166 -0.101 -0.430 0.08
H -4.81299 -2.50827 -0.11468 0.053 -0.196 0.085 0.06
H -4.40689 -4.20934 0.29655 -0.014 0.551 0.026 0.08
C -2.36426 -1.13870 -1.69270 -0.064 -0.651 0.031 -0.44
C -2.63634 -1.14584 -3.19845 0.186 0.618 -0.258 -0.14
H -1.46296 -0.51579 -1.53195 0.779 0.787 0.260 0.00
H -3.18847 -0.67465 -1.13162 0.288 -0.280 -0.052 0.07
H -2.80849 -0.10862 -3.52678 0.063 -0.308 -0.108 0.07
H -1.75203 -1.52821 -3.72803 -0.363 0.022 -0.004 0.08
H -3.51964 -1.73704 -3.49106 0.444 0.112 0.390 0.09
C 0.54580 1.01338 5.39993 0.480 0.572 -0.452 -0.03
N 0.17038 -0.37503 5.19906 -0.339 -0.312 0.277 -0.19
C -0.45532 -1.10400 6.30966 -0.746 -0.857 -0.212 -0.01
C 0.18177 -0.87459 3.98798 0.044 -0.355 -1.499 -0.25
N 0.22101 -1.27293 2.88046 -0.192 0.809 1.619 0.13
H 0.49381 1.24289 6.45865 -0.021 0.005 -0.015 0.10
H -0.09183 1.71359 4.84946 -0.104 -0.140 0.144 0.09
H 1.57599 1.17077 5.06795 -0.056 0.026 0.096 0.09
H -1.53442 -1.31089 6.13979 0.604 0.375 0.015 0.11
H 0.02304 -2.07444 6.45473 0.110 0.143 0.006 0.10
H -0.34061 -0.51530 7.21000 0.010 0.023 0.065 0.09
```
Forces are in eV/Å.


Entry 3:
Here is a molecular structure, C5H12NS from OMol25. Energies are from wB97M-V/def2-TZVPD.

As for the LUMO energy: 3.786 eV. The electronic energy is -17702.7461 eV. The calculation puts the energy above the lowest of the compared OMol25 structures with the same formula, charge and spin at 3.045 eV. The value obtained for the molar mass is 118.22 g mol⁻¹. The orbital gap comes out at 6.55 eV. The calculation puts the HOMO energy at -2.76 eV. As for the charge: -1.

XYZ file:
```
19
Properties=species:S:1:pos:R:3:forces:R:3:lowdin_charge:R:1
C 1.41325 -0.85995 -0.88320 0.531 0.602 -1.667 -0.35
N 0.00108 -0.34748 -0.69353 1.064 -1.012 -0.032 -0.03
C 0.14177 -0.30031 0.58920 -1.133 0.158 0.762 -0.35
C 0.78290 0.77793 1.40172 0.257 0.054 0.277 -0.77
S 0.01604 0.90603 3.04382 -0.056 -0.004 0.078 0.14
C -3.02729 1.13517 0.89476 0.081 -0.085 0.447 -0.07
C 1.62253 -1.21821 -2.34728 -0.115 -0.153 -0.129 -0.14
H 1.65899 -1.78560 -0.33104 -0.156 0.254 0.295 0.11
H 2.18354 -0.10147 -0.67230 -0.113 -0.174 0.388 0.10
H -2.94550 1.20077 1.98890 -0.072 -0.065 -0.397 -0.01
H -0.29583 -1.10036 1.21314 -0.271 0.117 0.324 0.09
H 0.67273 1.69545 0.82441 0.125 0.095 -0.126 0.05
H 1.85520 0.58060 1.49451 0.086 -0.073 0.016 0.04
H -2.08459 1.49324 0.49231 0.006 0.038 -0.105 0.00
H -3.16515 0.09463 0.59392 -0.005 0.098 0.034 0.01
H -3.85037 1.74408 0.52723 -0.087 0.040 -0.046 0.00
H 1.48754 -0.34064 -2.97032 -0.009 0.189 -0.108 0.06
H 0.89744 -1.96302 -2.67017 -0.031 -0.097 0.002 0.06
H 2.63574 -1.61086 -2.49607 -0.100 0.015 -0.013 0.06
```
Forces are in eV/Å.


Entry 4:
Here is C4H7NO2 in the gas phase from OMol25. Energies are from wB97M-V/def2-TZVPD.

As for the LUMO energy: 0.805 eV. Its SMILES is CC(=O)N(C)C=O. The electronic energy is -9846.7381 eV. The calculation puts the energy above the lowest of the compared OMol25 structures with the same formula, charge and spin at 0.542 eV. The value obtained for the molar mass is 101.10 g mol⁻¹. The orbital gap comes out at 11.06 eV. The calculation puts the HOMO energy at -10.26 eV.

XYZ file:
```
14
Properties=species:S:1:pos:R:3:forces:R:3:lowdin_charge:R:1
C 0.88440 -0.89335 -1.44213 0.026 -0.039 -0.019 -0.03
N 0.41478 -0.21900 -0.23440 -0.291 -0.011 0.204 -0.06
C 1.04627 -0.49065 0.96970 -0.129 -0.105 0.412 -0.29
O 0.48213 -0.63565 2.02765 0.368 0.102 -0.298 0.06
C -0.85248 0.38628 -0.28179 -0.085 0.133 -0.283 -0.45
O -1.46866 0.36500 -1.32703 0.119 -0.031 0.436 0.08
C -1.30831 1.16411 0.93542 -0.053 0.093 -0.049 0.01
H 1.85430 -1.35566 -1.23295 -0.148 0.159 -0.060 0.09
H 0.16601 -1.67916 -1.69481 0.175 0.105 -0.099 0.10
H 0.96388 -0.20171 -2.28452 -0.021 -0.096 0.193 0.10
H 2.14137 -0.52692 0.88031 0.054 -0.272 -0.091 0.14
H -2.10187 0.63587 1.47475 0.182 -0.033 -0.222 0.10
H -1.71993 2.10527 0.56541 0.003 -0.107 0.023 0.09
H -0.50189 1.34558 1.64441 -0.201 0.100 -0.148 0.07
```
Forces are in eV/Å.


Entry 5:
Here is a molecular structure, C2H4N2O2S from OMol25. Energies are from wB97M-V/def2-TZVPD.

As for the LUMO energy: -0.063 eV. The electronic energy is -20043.0304 eV. The calculation puts the energy above the lowest of the compared OMol25 structures with the same formula, charge and spin at 6.452 eV. The value obtained for the molar mass is 120.13 g mol⁻¹. The orbital gap comes out at 8.41 eV. The calculation puts the HOMO energy at -8.47 eV.

XYZ file:
```
11
Properties=species:S:1:pos:R:3:forces:R:3:lowdin_charge:R:1
C -0.25413 0.54240 -0.07075 -4.942 -3.099 -0.286 -0.63
C 1.94678 0.05719 0.21225 -2.011 4.001 1.242 -0.15
H -4.00535 0.71645 0.45623 3.241 -2.355 -1.152 0.04
H -0.53930 -1.43208 -0.95881 1.694 1.603 3.508 0.19
H 2.09014 0.07823 1.25668 0.210 0.814 1.527 0.13
H 2.76327 0.15521 -0.40000 2.326 1.067 -1.062 0.13
N -1.46673 0.97474 -0.17353 1.037 -0.158 0.538 -0.32
N -0.10581 -0.97754 0.06179 0.927 1.338 -2.865 0.04
O 1.32891 -0.93125 -0.21428 -2.319 -8.422 -3.057 -0.09
O 0.84991 1.13491 -0.17050 3.054 2.062 0.645 0.09
S -2.60769 -0.31826 0.00091 -3.218 3.149 0.962 0.57
```
Forces are in eV/Å.


The lowest electronic energy belongs to which entry?
C7H13Cl15


Look up the electronic energy of the fourth one.
-9846.7381 eV